1.
An isolated molecule of C7H9P in a non-equilibrium geometry. Source: the Open Molecules 2025 dataset; level of theory: wB97M-V/def2-TZVPD.

2S+1: 3
Energy above the lowest of the compared OMol25 structures with the same formula, charge and spin (kcal/mol): 8.2
Max |F| (eV Å⁻¹): 5.26
Total charge: 0
Frontier orbital gap (alpha / beta) (eV): 5.88 / 6.71
LUMO energy (alpha / beta) (hartree): 0.035 / -0.081
⟨S²⟩: 2.016
E_HOMO (alpha / beta) (eV): -4.9 / -8.9

Each line ends with the Mulliken charge.
Element x y z (Å)
C: -2.43907 -0.43044 -0.18152  0.855
C: -1.37051 -0.92949 -0.38083  -0.414
C: 2.38657 0.81350 -0.02257  -0.143
C: 1.11248 0.26810 0.58327  -0.378
C: 2.77583 0.56577 -1.20913  -0.645
C: 1.05003 -1.21978 0.95485  -0.645
C: -3.60669 0.35674 -0.06644  -1.180
P: 0.31851 -1.07378 -0.79329  -0.218
H: 3.00770 1.49300 0.54934  0.329
H: 0.66537 0.97009 1.22536  0.491
H: 3.63987 0.83099 -1.83322  0.260
H: 2.07343 -0.00474 -1.74431  0.125
H: 1.89097 -1.86976 0.96786  0.392
H: 0.30330 -1.56576 1.76664  0.291
H: -3.41940 1.22509 0.55714  0.286
H: -3.98780 0.62487 -1.00742  0.297
H: -4.40059 -0.05440 0.63425  0.296


2.
A cluster of 20 separate species, C80H120O40 in total in a non-equilibrium geometry. Source: the Open Molecules 2025 dataset; level of theory: wB97M-V/def2-TZVPD.

2S+1: 1
Energy above the lowest of the compared OMol25 structures with the same formula, charge and spin (kcal/mol): 0.0
Max |F| (eV Å⁻¹): 3.36
Total charge: 0
Frontier orbital gap (eV): 9.80
LUMO energy (hartree): 0.004
E_HOMO (eV): -9.7

Each line ends with the Mulliken charge.
Element x y z (Å)
O: 0.58591 -7.12521 -6.60891  -0.668
C: 0.84084 -5.95182 -6.91582  0.609
O: 2.00632 -5.61875 -7.46322  -0.371
C: 2.05275 -4.27071 -7.82932  -0.721
C: 1.01342 -3.55583 -7.06048  0.463
C: -0.04260 -4.71406 -6.82024  0.775
H: 1.87918 -4.22541 -8.91977  0.235
H: 3.03406 -3.90075 -7.61520  0.411
H: 0.62977 -2.69966 -7.62080  0.478
H: 1.41846 -3.17962 -6.10462  -0.546
H: -0.76240 -4.79223 -7.63668  0.302
H: -0.56777 -4.54606 -5.91506  -0.991
O: 1.28282 -2.87098 -1.65026  0.322
C: 1.80015 -3.89610 -1.99342  -0.177
O: 2.24702 -4.08329 -3.26357  -0.283
C: 2.71459 -5.48169 -3.26748  -0.710
C: 2.00899 -6.25083 -2.20415  -0.082
C: 2.00349 -5.17940 -1.16530  0.196
H: 3.80502 -5.35796 -3.03905  0.219
H: 2.63864 -5.87516 -4.28284  0.454
H: 2.52108 -7.12351 -1.85568  0.507
H: 1.03350 -6.59191 -2.61483  -0.295
H: 2.98153 -5.22705 -0.64919  0.273
H: 1.27968 -5.24325 -0.37765  -0.239
O: -0.19586 3.61226 2.17364  0.066
C: 0.68313 3.33402 2.95901  0.069
O: 1.61301 4.20460 3.43205  -0.129
C: 2.63139 3.62167 4.25209  -0.841
C: 2.16361 2.20958 4.54430  -0.374
C: 0.97167 1.98166 3.59203  0.911
H: 2.79183 4.27722 5.06399  0.616
H: 3.54692 3.59511 3.66259  0.157
H: 1.81913 2.11441 5.56034  0.459
H: 2.97902 1.51931 4.24567  0.000
H: 0.06180 1.67172 4.08819  -0.202
H: 1.34910 1.30486 2.86220  -0.707
O: -2.78689 -3.45142 -5.13007  -0.679
C: -2.59344 -2.55950 -4.28826  -0.029
O: -3.61719 -1.91572 -3.64650  -0.450
C: -3.01328 -1.07438 -2.63209  0.471
C: -1.54664 -1.55157 -2.38795  1.288
C: -1.26114 -1.98653 -3.81535  1.277
H: -3.56343 -1.10283 -1.71058  0.358
H: -3.02505 -0.09168 -3.04529  -1.213
H: -1.56263 -2.41558 -1.66192  -0.357
H: -0.87879 -0.77085 -2.08451  -0.396
H: -0.43013 -2.69910 -3.99212  -0.294
H: -1.13349 -1.07414 -4.39261  -0.455
O: 3.06000 -1.16519 -7.15071  -0.637
C: 2.76855 -0.44164 -6.25855  0.236
O: 2.74563 -0.82223 -4.94916  -0.102
C: 2.19607 0.27152 -4.18643  2.098
C: 2.60985 1.52992 -4.91157  -0.036
C: 2.45591 1.06952 -6.33777  -0.302
H: 2.61993 0.32659 -3.23135  -0.689
H: 1.07118 0.19243 -4.25002  -0.927
H: 3.64649 1.86265 -4.71429  0.415
H: 1.96207 2.35930 -4.66314  -0.136
H: 3.12250 1.56235 -7.05545  0.450
H: 1.45749 1.28268 -6.69839  -0.165
O: -1.14316 -5.43749 -1.79289  -0.267
C: -2.07903 -5.63098 -2.52915  0.309
O: -3.32022 -5.23152 -2.19787  -0.318
C: -4.28486 -5.75378 -3.18750  -0.267
C: -3.54224 -6.88306 -3.88239  -0.897
C: -2.05086 -6.42792 -3.82161  0.096
H: -4.55899 -5.03572 -3.97308  0.148
H: -5.16479 -6.15968 -2.72155  0.477
H: -3.88308 -7.05531 -4.89539  0.367
H: -3.62352 -7.83415 -3.34420  0.302
H: -1.72374 -5.76273 -4.65012  -0.416
H: -1.35497 -7.23362 -3.74267  0.548
O: -1.26906 1.14565 -4.90492  -0.314
C: -1.53336 1.77072 -5.94623  0.060
O: -1.90395 1.17331 -7.04951  -0.313
C: -2.32288 2.14465 -8.06607  -0.486
C: -1.71826 3.49962 -7.63354  -0.839
C: -1.41361 3.25133 -6.14546  -0.196
H: -3.36660 2.10854 -8.01427  0.323
H: -1.86289 1.84892 -8.98941  0.402
H: -2.36542 4.32676 -7.85754  0.332
H: -0.76979 3.58478 -8.13938  0.304
H: -2.14081 3.73451 -5.50996  0.165
H: -0.46484 3.60599 -5.77640  0.295
O: -4.32552 1.69380 -5.97762  -0.537
C: -4.81195 1.53520 -4.89797  0.466
O: -4.48106 2.29791 -3.85813  -0.289
C: -5.02942 1.78412 -2.63791  0.737
C: -6.07771 0.68407 -3.02189  -0.748
C: -5.72708 0.37683 -4.49603  -0.243
H: -5.50024 2.62954 -2.09564  0.554
H: -4.22211 1.30053 -2.07938  -0.632
H: -7.11064 1.02469 -2.96229  0.458
H: -5.97499 -0.23690 -2.44926  0.247
H: -6.50610 0.35535 -5.24878  0.497
H: -5.23628 -0.55145 -4.61469  -0.196
O: 3.55313 1.23567 2.14662  -0.292
C: 4.72812 1.35065 1.92651  0.212
O: 5.67132 0.47128 2.36231  -0.420
C: 7.06776 1.00460 2.18685  -0.576
C: 6.87304 2.50966 1.85391  -0.945
C: 5.41670 2.56130 1.36353  0.218
H: 7.65425 0.47151 1.44334  0.259
H: 7.58894 0.77216 3.13273  0.440
H: 7.47176 2.82100 1.02046  0.386
H: 6.95050 3.14903 2.70012  0.363
H: 5.45017 2.39777 0.33016  -0.076
H: 4.89939 3.50138 1.53151  0.296
O: 0.28167 4.19279 -3.57155  -0.598
C: -0.32275 4.28768 -2.56201  0.221
O: -0.23820 5.31408 -1.72332  -0.417
C: -1.07216 5.19371 -0.55262  -0.043
C: -1.63013 3.76869 -0.56700  0.854
C: -1.43597 3.38639 -2.01057  0.799
H: -1.84133 5.92580 -0.59829  0.581
H: -0.40697 5.33332 0.29219  -0.535
H: -2.69181 3.80142 -0.32843  0.856
H: -1.01148 3.11922 0.06551  -1.158
H: -2.37130 3.52981 -2.62782  0.022
H: -1.10768 2.35921 -2.22800  -0.800
O: 0.09475 8.27731 4.56507  -0.660
C: 0.86785 8.02288 3.67042  0.567
O: 0.52400 7.82492 2.39685  -0.384
C: 1.57645 7.18389 1.66431  0.773
C: 2.85314 7.63687 2.35837  -0.402
C: 2.42099 7.84344 3.76985  -0.374
H: 1.60258 7.50897 0.63111  0.461
H: 1.35673 6.14515 1.83653  -0.796
H: 3.22206 8.56924 1.95079  0.465
H: 3.68645 6.94151 2.34236  0.124
H: 2.69122 8.76714 4.31060  0.375
H: 2.67852 6.97831 4.35952  -0.036
O: 3.83965 6.33108 -0.57548  -0.645
C: 3.36875 5.25945 -0.73319  0.157
O: 2.92716 4.49949 0.29158  -0.407
C: 2.32378 3.27146 -0.14553  1.524
C: 2.76670 3.08528 -1.62208  0.823
C: 3.07388 4.51459 -2.03973  -0.243
H: 1.26413 3.47163 -0.11125  -0.304
H: 2.62531 2.44072 0.45722  -0.754
H: 1.98123 2.56116 -2.24427  -1.038
H: 3.66648 2.52184 -1.61391  0.339
H: 2.13940 4.93753 -2.40852  -0.042
H: 3.88180 4.63987 -2.75562  0.585
O: -2.40923 -6.41893 4.38324  -0.662
C: -2.08863 -5.50271 3.66431  0.476
O: -2.73598 -4.32105 3.61257  -0.426
C: -2.08859 -3.49412 2.62440  1.150
C: -1.36074 -4.37709 1.67376  1.393
C: -1.03914 -5.60060 2.56983  -0.631
H: -1.39057 -2.90703 3.18001  -0.569
H: -2.90209 -2.82570 2.21698  -0.401
H: -0.46057 -3.93153 1.20259  -0.612
H: -2.03299 -4.62486 0.74864  -0.225
H: -0.11389 -5.43643 3.10882  0.123
H: -0.94095 -6.56826 2.08282  0.458
O: -2.15188 -2.29658 10.11749  -0.608
C: -2.04400 -3.04985 9.17209  0.384
O: -2.04061 -2.64134 7.87255  -0.055
C: -2.17463 -3.71468 6.99437  0.306
C: -1.48668 -4.88830 7.71534  -0.512
C: -1.84614 -4.66130 9.10466  -0.723
H: -1.63381 -3.51529 6.14208  -0.344
H: -3.22554 -3.91999 6.79365  0.120
H: -0.42750 -4.82092 7.56786  0.305
H: -1.75676 -5.87945 7.37545  0.393
H: -1.08595 -4.91474 9.78045  0.372
H: -2.76163 -5.08948 9.43994  0.288
O: 2.69494 -0.07497 -0.67448  -0.317
C: 1.62210 -0.02762 -0.08144  -0.358
O: 0.61874 0.81185 -0.46287  1.284
C: -0.50644 0.61700 0.47220  -0.679
C: -0.36162 -0.73617 1.08686  0.784
C: 1.20505 -0.95848 1.01574  0.450
H: -1.39528 0.74540 -0.10291  0.436
H: -0.43506 1.43517 1.22823  -0.598
H: -0.87899 -1.43607 0.40625  -0.560
H: -0.80202 -0.81805 2.08889  -0.122
H: 1.43182 -1.98974 0.79863  0.566
H: 1.63245 -0.69094 1.99402  -0.964
O: -3.64144 -0.95308 0.84701  -0.472
C: -4.34032 -0.05942 1.28283  0.215
O: -4.42940 1.10940 0.65387  0.036
C: -5.42443 1.98791 1.23851  -0.532
C: -5.71199 1.39530 2.63195  -0.350
C: -5.28180 -0.09473 2.45662  -0.062
H: -6.38747 1.95639 0.64136  0.268
H: -5.06186 2.99443 1.20226  0.369
H: -6.79787 1.51698 2.83725  0.436
H: -5.16971 1.87755 3.43006  -0.040
H: -6.13003 -0.83643 2.24087  0.423
H: -4.78171 -0.52518 3.34853  -0.209
O: -0.87813 -0.86181 5.19260  -0.702
C: -1.82122 -0.49118 5.86474  0.533
O: -3.04112 -1.10809 5.85813  -0.282
C: -3.94014 -0.42921 6.79342  -0.690
C: -3.11356 0.47902 7.69599  -0.602
C: -1.84141 0.67341 6.82602  0.267
H: -4.39531 -1.18555 7.42219  0.328
H: -4.69748 0.08987 6.26083  0.531
H: -2.74594 -0.05454 8.55663  0.187
H: -3.58265 1.41897 8.01887  0.391
H: -0.92763 0.71905 7.41043  0.486
H: -1.83032 1.54369 6.11934  -0.449
O: 4.31276 -4.13147 2.23048  -0.672
C: 3.71126 -3.44221 2.99967  0.506
O: 2.38284 -3.45011 2.99373  -0.177
C: 1.76789 -2.59951 4.00954  -0.095
C: 2.89787 -1.60221 4.41197  0.564
C: 4.15910 -2.30567 3.93964  -0.443
H: 1.46919 -3.27977 4.81057  0.400
H: 0.88801 -2.04690 3.64619  -0.194
H: 2.97122 -1.32329 5.45746  0.764
H: 2.74912 -0.62426 3.92414  -0.848
H: 4.72641 -2.74466 4.75791  0.280
H: 4.88169 -1.65501 3.46503  0.025
O: 6.60317 0.42838 -0.97705  -0.668
C: 5.93945 -0.49443 -1.36067  0.446
O: 5.41146 -0.55872 -2.61354  -0.348
C: 4.84172 -1.90901 -2.81970  0.408
C: 5.53537 -2.76578 -1.81537  -0.347
C: 5.70624 -1.81503 -0.65077  -0.026
H: 4.94544 -2.26684 -3.85265  0.452
H: 3.85858 -1.91457 -2.50989  -0.527
H: 6.50245 -3.20587 -2.09088  0.323
H: 5.02119 -3.67008 -1.47864  0.038
H: 6.52339 -1.98348 0.00375  0.626
H: 4.85736 -1.69264 -0.00863  -0.353
O: -2.62547 2.66506 3.98744  -0.318
C: -2.39168 3.87721 3.94170  0.296
O: -1.50735 4.43105 4.77913  -0.534
C: -1.21315 5.80704 4.38229  0.313
C: -2.39998 6.21969 3.52473  -0.769
C: -2.96337 4.89968 3.03642  0.678
H: -0.34323 5.70023 3.74264  -0.743
H: -1.09241 6.48058 5.17471  0.936
H: -2.08049 6.93052 2.69784  0.230
H: -3.11660 6.68895 4.14835  0.392
H: -2.68758 4.64110 2.04604  -0.991
H: -4.06488 4.71799 3.12415  0.569


Question: Among the records above, which one has the highest max |F|?
Answer: C7H9P